Run i
The following is a quantum chemistry calculation of a cluster of 2 separate species, C9H21N2O2P in total, from OMol25.

**Frontier orbital gap (alpha / beta)**: 7.8011 / 8.7231 eV
**2S+1**: 1
**E_LUMO (alpha / beta)**: 0.00146 / 0.03214 Ha
**HOMO energy (alpha / beta)**: -7.76 / -7.85 eV
**Molecular weight**: 220.25 g mol⁻¹

Last column: Löwdin charge in e.
Positions of all 35 atoms, in Å:
C1 2.23 -1.27 -0.87  -0.19
C2 2.77 -1.69 0.49  -0.18
C3 0.73 -0.89 -1.05  -0.19
C4 3.46 -0.53 1.16  -0.29
C5 0.92 1.64 -0.72  -0.13
C6 2.51 1.71 0.96  -0.26
C7 0.20 0.31 -0.39  -0.26
C8 -1.38 0.50 -0.78  -0.25
C9 -2.26 -0.60 -0.57  -0.48
N1 -5.57 0.88 0.50  -0.07
N2 -4.59 1.02 -0.35  -0.05
O1 2.49 0.38 1.48  -0.14
O2 2.34 1.66 -0.39  -0.13
P1 -3.05 -1.08 0.89  0.74
H1 2.73 -0.35 -1.21  0.10
H2 2.45 -2.08 -1.62  0.12
H3 2.02 -1.92 1.25  0.12
H4 3.64 -2.42 0.33  0.13
H5 0.43 -1.03 -2.09  0.12
H6 0.25 -1.81 -0.64  0.12
H7 3.86 -0.87 2.21  0.15
H8 4.24 -0.09 0.44  0.15
H9 1.04 1.92 -1.74  0.13
H10 0.43 2.42 -0.16  0.11
H11 1.66 2.39 1.46  0.17
H12 3.47 2.30 1.15  0.15
H13 0.23 0.30 0.73  0.15
H14 -1.78 1.38 -0.38  0.07
H15 -1.26 0.56 -1.85  0.11
H16 -2.24 -1.36 -1.41  0.09
H17 -6.18 0.16 0.31  0.05
H18 -5.39 0.92 1.53  0.10
H19 -3.93 1.66 -0.14  -0.02
H20 -3.96 -1.86 0.15  -0.09
H21 -2.54 -2.27 1.32  -0.15



Run ii
The following is a quantum chemistry calculation of a cluster of 2 separate species, C9H21N2O2P in total, from OMol25.

**Frontier orbital gap**: 8.5227 eV
**2S+1**: 1
**E_LUMO**: 0.00951 Ha
**HOMO energy**: -8.26 eV
**Molecular weight**: 220.25 g mol⁻¹

Last column: Löwdin charge in e.
Positions of all 35 atoms, in Å:
C1 1.11 1.57 -1.15  -0.21
C2 1.84 0.33 -1.57  -0.18
C3 -0.29 1.42 -0.50  -0.16
C4 2.70 -0.17 -0.46  -0.24
C5 0.45 1.48 1.99  -0.18
C6 2.28 -0.07 1.73  -0.31
C7 -0.45 0.83 0.90  -0.39
C8 -1.81 0.97 1.34  -0.36
C9 -2.80 0.11 0.65  -0.58
N1 -1.46 -3.46 -2.55  -0.09
N2 -1.29 -2.98 -1.15  -0.09
O1 2.06 -0.80 0.61  -0.08
O2 1.82 1.23 1.83  -0.12
P1 -4.22 0.59 -0.13  0.80
H1 1.78 2.04 -0.40  0.10
H2 1.05 2.44 -1.94  0.14
H3 1.02 -0.47 -1.79  0.15
H4 2.41 0.55 -2.49  0.12
H5 -0.79 2.42 -0.56  0.12
H6 -0.95 0.83 -1.20  0.12
H7 3.46 -0.76 -0.85  0.11
H8 3.17 0.71 0.01  0.13
H9 0.29 2.64 1.98  0.16
H10 0.13 1.23 3.07  0.14
H11 1.76 -0.73 2.56  0.17
H12 3.34 0.02 1.99  0.14
H13 -0.12 -0.25 0.98  0.16
H14 -1.88 0.63 2.48  0.16
H15 -2.09 2.16 1.28  0.16
H16 -2.57 -0.97 0.95  0.08
H17 -0.55 -3.73 -3.01  0.08
H18 -1.64 -2.66 -3.08  0.01
H19 -2.21 -2.80 -0.71  0.05
H20 -4.89 -0.68 -0.16  -0.16
H21 -0.66 -3.66 -0.69  0.07



Result of the stability comparison: run i is the least stable of them.



Run i
The following is a quantum chemistry calculation of a cluster of 3 separate species, C4H14O2S2 in total, from OMol25.

**Frontier orbital gap**: 8.4410 eV
**2S+1**: 1
**E_LUMO**: 0.01643 Ha
**HOMO energy**: -7.99 eV
**Molecular weight**: 158.29 g mol⁻¹

Last column: Löwdin charge in e.
Positions of all 22 atoms, in Å:
C1 0.57 -1.80 2.24  -0.34
C2 1.91 -1.06 2.44  -0.12
C3 -0.03 -1.62 0.83  -0.57
S1 -0.89 -0.01 0.70  0.45
S2 -1.07 0.86 -1.19  0.40
C4 0.55 0.31 -1.95  -0.42
H1 -0.27 -1.50 2.88  0.09
H2 0.85 -2.84 2.35  0.09
H3 2.28 -0.41 1.60  0.08
H4 2.64 -1.96 2.53  0.09
H5 1.74 -0.39 3.32  0.08
H6 -0.62 -2.48 0.47  0.07
H7 0.77 -1.61 0.02  0.06
H8 0.91 1.30 -2.05  -0.01
H9 0.32 -0.47 -2.71  0.06
H10 1.20 -0.11 -1.20  -0.01
H11 3.20 -1.13 -5.37  0.05
H12 4.66 -1.05 -5.88  -0.03
O1 3.89 -0.60 -5.78  -0.01
H13 -3.72 3.54 3.11  0.00
H14 -2.62 2.70 3.75  0.09
O2 -3.63 2.85 3.74  -0.09



Run ii
The following is a quantum chemistry calculation of a cluster of 3 separate species, C4H14O2S2 in total, from OMol25.

**Frontier orbital gap**: 8.0917 eV
**2S+1**: 1
**E_LUMO**: 0.01319 Ha
**HOMO energy**: -7.73 eV
**Molecular weight**: 158.29 g mol⁻¹

Last column: Löwdin charge in e.
Positions of all 22 atoms, in Å:
C1 -1.48 -0.19 -0.03  -0.37
C2 -1.13 -0.24 1.39  -0.13
C3 -0.84 0.88 -0.85  -0.47
S1 1.05 0.68 -1.07  0.43
S2 1.72 2.41 -0.36  0.36
C4 0.93 3.31 1.03  -0.49
H1 -1.47 -1.13 -0.61  0.12
H2 -2.49 0.21 0.03  0.11
H3 -1.59 -1.12 1.78  0.07
H4 0.03 -0.18 1.56  0.10
H5 -1.48 0.63 1.90  0.06
H6 -1.14 0.97 -1.88  0.05
H7 -0.93 1.89 -0.30  0.08
H8 0.58 2.45 1.76  0.04
H9 1.47 4.15 1.50  0.03
H10 -0.19 3.77 0.95  0.07
H11 1.95 -5.11 1.09  0.10
H12 2.48 -3.87 0.52  0.01
O1 2.03 -4.09 1.34  -0.11
H13 -0.19 -2.11 -3.88  0.04
H14 0.17 -1.33 -2.59  -0.02
O2 0.52 -1.97 -3.24  -0.07



Result of the stability comparison: run ii is the least stable of them.



Run i
The following is a quantum chemistry calculation of a cluster of 3 separate species, C3H10NO4 in total, from OMol25.

**Charge**: -1
**Frontier orbital gap**: 8.8626 eV
**2S+1**: 1
**E_LUMO**: 0.14318 Ha
**HOMO energy**: -4.97 eV
**Molecular weight**: 124.12 g mol⁻¹

Last column: Löwdin charge in e.
Positions of all 18 atoms, in Å:
O1 -0.11 -0.73 0.86  -0.06
C1 0.58 -0.57 -0.18  -0.63
O2 1.17 -1.48 -0.82  -0.07
C2 0.81 0.85 -0.78  -0.39
C3 -0.02 1.92 -0.09  -0.08
N1 0.57 0.84 -2.22  0.01
H1 1.87 1.07 -0.68  0.13
H2 0.27 2.06 0.94  0.08
H3 -0.03 2.82 -0.70  0.06
H4 -1.05 1.58 -0.16  0.07
H5 0.90 -0.08 -2.52  0.05
H6 -0.43 0.79 -2.42  0.06
H7 -1.26 0.44 1.79  -0.02
H8 -2.54 -0.29 2.10  0.02
O3 -2.09 0.54 2.29  -0.10
H9 1.01 -2.93 0.42  -0.01
H10 -0.16 -3.17 1.30  0.00
O4 0.53 -3.67 0.85  -0.12



Run ii
The following is a quantum chemistry calculation of a cluster of 3 separate species, C3H10NO4 in total, from OMol25.

**Charge**: -1
**Frontier orbital gap**: 8.1747 eV
**2S+1**: 1
**E_LUMO**: 0.13379 Ha
**HOMO energy**: -4.53 eV
**Molecular weight**: 124.12 g mol⁻¹

Last column: Löwdin charge in e.
Positions of all 18 atoms, in Å:
C1 -0.54 -0.92 1.04  -0.33
N1 -1.12 -0.85 -0.28  0.04
C2 -0.55 -0.03 -1.28  -0.75
O1 0.57 0.54 -1.15  -0.12
O2 -1.18 -0.03 -2.37  -0.08
C3 -1.20 -0.27 2.20  -0.13
H1 -0.31 -2.03 1.36  0.12
H2 0.53 -0.60 0.98  0.10
H3 -2.06 -1.16 -0.32  0.11
H4 -0.66 -0.36 3.15  0.06
H5 -1.99 -0.94 2.58  0.06
H6 -1.57 0.74 1.98  0.08
H7 0.56 2.88 -1.45  0.02
H8 1.48 2.22 -0.42  0.00
O3 1.32 3.05 -0.87  -0.10
H9 1.70 -0.45 -2.25  0.03
H10 2.55 -0.81 -0.98  0.00
O4 2.49 -0.97 -1.92  -0.12



Result of the stability comparison: run ii is the least stable of them.



Run i
The following is a quantum chemistry calculation of the ion C6H9N2O with charge +1, from OMol25.

**Charge**: +1
**Frontier orbital gap**: 9.5032 eV
**2S+1**: 1
**E_LUMO**: -0.12080 Ha
**HOMO energy**: -12.79 eV
**Molecular weight**: 125.15 g mol⁻¹

Last column: Löwdin charge in e.
Positions of all 18 atoms, in Å:
C1 0.96 1.71 0.64  -0.03
C2 0.36 1.99 -0.68  -0.03
C3 0.94 0.50 1.30  -0.03
C4 -0.31 1.07 -1.37  -0.14
C5 -0.24 -0.54 -0.47  -0.10
C6 0.31 -1.81 1.48  -0.03
N1 0.29 -0.58 0.73  -0.09
N2 -1.03 -1.34 -1.15  0.20
O1 -0.90 0.94 -2.57  0.09
H1 1.42 2.66 1.02  0.13
H2 0.47 3.11 -0.95  0.16
H3 1.27 0.35 2.24  0.10
H4 1.41 -2.22 1.68  0.16
H5 -0.24 -1.85 2.49  0.13
H6 -0.36 -2.63 1.04  0.10
H7 -1.46 -0.86 -1.96  0.14
H8 -1.39 -2.14 -0.68  0.12
H9 -1.48 1.66 -2.77  0.14



Run ii
The following is a quantum chemistry calculation of the ion C6H9N2O with charge +1, from OMol25.

**Charge**: +1
**Frontier orbital gap**: 10.7177 eV
**2S+1**: 1
**E_LUMO**: -0.11067 Ha
**HOMO energy**: -13.73 eV
**Molecular weight**: 125.15 g mol⁻¹

Last column: Löwdin charge in e.
Positions of all 18 atoms, in Å:
C1 -0.10 2.11 -0.02  0.07
C2 1.19 1.61 0.03  -0.01
C3 -0.91 1.00 -0.14  -0.29
C4 -1.01 -1.40 -0.29  0.05
C5 -2.34 -0.75 -0.07  -0.07
C6 2.32 -0.61 0.17  0.07
N1 -0.12 -0.07 -0.23  0.08
N2 1.18 0.29 -0.03  -0.10
O1 -2.19 0.71 -0.08  0.09
H1 -0.46 3.05 0.22  0.11
H2 2.05 2.25 0.45  0.19
H3 -0.71 -1.94 0.59  0.12
H4 -0.81 -2.01 -1.10  0.11
H5 -2.96 -1.05 -0.91  0.14
H6 -2.75 -1.06 0.87  0.14
H7 2.96 0.05 0.84  0.14
H8 1.90 -1.51 0.50  0.08
H9 2.76 -0.67 -0.80  0.10



Result of the stability comparison: run i is the least stable of them.



Run i
The following is a quantum chemistry calculation of a cluster of 2 separate species, C9H9N3O in total, from OMol25.

**Frontier orbital gap (alpha / beta)**: 6.4520 / 8.7609 eV
**2S+1**: 1
**E_LUMO (alpha / beta)**: -0.02049 / -0.00217 Ha
**HOMO energy (alpha / beta)**: -7.01 / -8.82 eV
**Molecular weight**: 175.19 g mol⁻¹

Last column: Löwdin charge in e.
Positions of all 22 atoms, in Å:
C1 0.81 2.17 -1.75  -0.12
C2 0.28 1.23 -2.63  -0.10
C3 1.23 1.91 -0.44  -0.09
C4 0.22 -0.09 -2.21  -0.04
C5 1.19 0.58 -0.05  -0.05
C6 -2.79 -1.23 2.52  -0.13
C7 -3.19 -0.27 1.66  -0.11
C8 0.64 -0.44 -0.90  -0.26
C9 -1.47 -1.17 0.88  -0.20
N1 -1.65 -1.86 1.95  0.06
N2 1.27 -2.35 0.45  0.00
N3 0.63 -1.84 -0.53  0.00
O1 -2.31 -0.22 0.58  0.04
H1 1.09 3.16 -2.17  0.11
H2 -0.12 1.64 -3.59  0.12
H3 1.62 2.56 0.32  0.10
H4 -0.32 -0.76 -2.91  0.12
H5 1.50 0.45 0.99  0.10
H6 -3.14 -1.51 3.53  0.11
H7 -3.98 0.43 1.70  0.10
H8 1.77 -1.93 1.28  0.14
H9 1.10 -3.35 0.64  0.13



Run ii
The following is a quantum chemistry calculation of the molecule C9H9N3O, from OMol25.

**Frontier orbital gap**: 8.7820 eV
**2S+1**: 1
**E_LUMO**: 0.02673 Ha
**HOMO energy**: -8.05 eV
**Molecular weight**: 175.19 g mol⁻¹

Last column: Löwdin charge in e.
Positions of all 22 atoms, in Å:
C1 -0.76 0.90 -2.19  -0.20
C2 -1.69 -1.22 2.22  -0.08
C3 -0.58 -1.85 1.77  -0.04
C4 -2.27 -0.14 1.56  -0.04
C5 -0.11 -1.52 0.48  0.00
C6 -1.82 0.26 0.31  0.02
C7 -0.76 -0.52 -0.23  -0.16
C8 1.68 1.40 -0.73  -0.13
C9 -0.11 -0.15 -1.54  -0.18
N1 -1.28 1.81 -2.67  0.20
N2 2.98 1.64 -0.40  0.10
N3 1.37 0.20 -1.21  -0.22
O1 2.16 -0.77 -1.49  -0.10
H1 -1.96 -1.57 3.12  0.07
H2 -0.18 -2.64 2.38  0.11
H3 -3.01 0.34 2.01  0.06
H4 0.69 -1.93 0.10  0.06
H5 -2.08 1.01 -0.31  0.06
H6 1.10 2.25 -0.59  0.12
H7 -0.15 -1.00 -2.13  0.14
H8 3.28 2.64 -0.42  0.12
H9 3.49 0.87 -0.03  0.08



Result of the stability comparison: run i is the least stable of them.



Run i
The following is a quantum chemistry calculation of a cluster of 2 separate species, C3H10NO2 in total, from OMol25.

**Charge**: +1
**Frontier orbital gap**: 11.0772 eV
**2S+1**: 1
**E_LUMO**: -0.13484 Ha
**HOMO energy**: -14.75 eV
**Molecular weight**: 92.12 g mol⁻¹

Last column: Löwdin charge in e.
Positions of all 16 atoms, in Å:
O1 0.72 0.65 -1.82  0.11
C1 -0.30 1.09 -1.38  -0.20
C2 -0.95 0.33 -0.27  -0.29
C3 -0.64 0.86 1.15  -0.01
N1 -0.44 -1.06 -0.51  0.13
H1 -1.07 1.73 -1.90  0.16
H2 -1.99 0.09 -0.38  0.15
H3 -0.61 0.08 1.91  0.09
H4 0.43 1.24 1.19  0.10
H5 -1.26 1.71 1.42  0.09
H6 -0.91 -1.93 0.07  0.26
H7 -0.53 -1.37 -1.52  0.19
H8 0.60 -1.16 -0.36  0.11
H9 2.55 -1.22 0.20  0.09
H10 2.44 -0.39 1.49  0.07
O2 1.95 -0.65 0.72  -0.05



Run ii
The following is a quantum chemistry calculation of a cluster of 2 separate species, C3H10NO2 in total, from OMol25.

**Charge**: +1
**Frontier orbital gap**: 12.3724 eV
**2S+1**: 1
**E_LUMO**: -0.12682 Ha
**HOMO energy**: -15.82 eV
**Molecular weight**: 92.12 g mol⁻¹

Last column: Löwdin charge in e.
Positions of all 16 atoms, in Å:
C1 1.74 0.92 -0.84  -0.05
C2 0.52 -0.03 -0.73  -0.15
C3 -0.38 0.45 0.35  -0.41
N1 -0.16 0.14 1.59  0.27
O1 -1.63 -1.90 0.37  -0.03
O2 -1.34 1.28 0.11  0.21
H1 1.43 1.95 -0.97  0.09
H2 2.37 0.85 0.05  0.09
H3 2.33 0.63 -1.69  0.09
H4 0.87 -1.03 -0.50  0.13
H5 -0.01 -0.05 -1.68  0.14
H6 0.54 -0.54 1.84  0.16
H7 -1.57 -2.68 -0.20  0.07
H8 -0.77 0.49 2.32  0.16
H9 -2.48 -1.97 0.82  0.07
H10 -1.46 1.50 -0.83  0.17



Result of the stability comparison: run i is the least stable of them.